a) 12
Properties=species:S:1:pos:R:3:nbo_charge:R:1 method="wB97M-V/def2-TZVPD" total_charge=0 homo_lumo_gap_ha="0.274 / 0.275" homo_ev="-8.01 / -8.01"
C 0.611 1.535 -0.025 -0.245
C 1.163 0.279 -0.070 -0.293
C -0.753 1.644 0.131 -0.487
C 0.014 -0.857 0.154 -0.026
N 0.179 -2.252 -0.033 -0.821
O -2.665 -0.384 0.279 -0.944
S -1.480 0.061 -0.431 1.321
H 1.192 2.521 -0.064 0.229
H 2.247 0.242 -0.183 0.226
H -1.358 2.648 0.019 0.247
H 1.090 -2.498 -0.385 0.387
H -0.240 -2.940 0.608 0.407

b) 12
Properties=species:S:1:pos:R:3:nbo_charge:R:1 method="wB97M-V/def2-TZVPD" total_charge=0 homo_lumo_gap_ha=0.344 homo_ev=-9.84
C 0.339 2.036 0.138 0.288
C -0.552 0.969 0.367 -0.427
C -1.665 0.978 -0.578 -0.485
C 0.246 -0.443 0.348 -0.575
N 1.119 2.872 -0.087 -0.299
O -2.918 -0.625 0.866 -0.937
S -3.017 0.062 -0.383 1.203
H -1.101 1.029 1.252 0.277
H -1.640 1.540 -1.561 0.253
H 0.985 -0.263 1.218 0.231
H -0.566 -1.213 0.486 0.246
H 0.838 -0.527 -0.646 0.227

c) 12
Properties=species:S:1:pos:R:3:nbo_charge:R:1 method="wB97M-V/def2-TZVPD" total_charge=0 homo_lumo_gap_ha=0.336 smiles="C1=NSC[C@H]2O[C@H]12" homo_ev=-8.79
C 1.514 -0.674 -0.015 -0.002
N 0.742 -1.073 -1.043 -0.472
S -0.943 -0.650 -1.045 0.422
C -1.429 0.420 0.287 -0.596
C -0.107 1.114 0.480 0.036
O 0.785 1.433 1.449 -0.423
C 0.845 0.112 0.918 -0.014
H 2.431 -1.178 -0.064 0.218
H -1.707 -0.298 1.077 0.224
H -2.490 1.044 0.096 0.243
H 0.162 1.646 -0.442 0.180
H 0.282 -0.610 1.734 0.184

d) 12
Properties=species:S:1:pos:R:3:nbo_charge:R:1 method="wB97M-V/def2-TZVPD" total_charge=0 homo_lumo_gap_ha=0.383 homo_ev=-9.74
C -0.956 0.642 1.371 0.099
C 0.350 0.455 -1.690 0.417
C -0.503 -0.596 0.655 -0.480
C 0.311 0.474 -0.141 -0.147
N -0.314 1.505 0.731 -0.360
O 0.145 1.414 -2.391 -0.497
S 2.049 0.270 0.239 0.043
H -1.519 0.961 2.281 0.204
H 0.816 -0.534 -2.034 0.127
H 0.242 -1.367 1.177 0.239
H -1.430 -1.166 0.220 0.242
H 2.351 1.434 0.002 0.112

Energy above the most stable structure, in eV: a) 1.801; b) 0.000; c) 2.763; d) 0.641

a) 12
Properties=species:S:1:pos:R:3:nbo_charge:R:1 method="wB97M-V/def2-TZVPD" total_charge=0 homo_lumo_gap_ha=0.337 homo_ev=-9.08
C -0.932 0.687 -0.628 0.691
C 0.898 0.813 0.261 0.076
C -0.351 -0.109 0.498 -0.372
C -0.025 -1.550 0.155 -0.604
N 0.170 1.523 -0.712 -0.634
O -1.905 0.642 -1.289 -0.532
S 2.285 1.066 0.973 0.030
H -0.608 0.016 1.496 0.246
H 0.495 -1.529 -0.817 0.217
H -0.841 -2.263 0.314 0.232
H 0.708 -1.695 0.944 0.223
H 0.106 2.398 -1.196 0.425

b) 12
Properties=species:S:1:pos:R:3:nbo_charge:R:1 method="wB97M-V/def2-TZVPD" total_charge=0 homo_lumo_gap_ha=0.288 smiles="O=C(C=S)N1CC1" homo_ev=-9.35
O -0.411 -0.110 -2.135 -0.570
C -0.713 -0.145 -0.906 0.552
C -1.897 -0.824 -0.503 -0.366
S -2.598 -0.609 0.946 0.154
N 0.112 0.510 -0.001 -0.425
C 0.696 0.124 1.233 -0.215
C 1.562 0.775 0.024 -0.236
H -2.176 -1.333 -1.487 0.250
H 0.915 -0.980 1.339 0.207
H 0.589 0.786 2.043 0.210
H 1.865 1.767 0.221 0.213
H 2.056 0.039 -0.774 0.227

c) 12
Properties=species:S:1:pos:R:3:nbo_charge:R:1 method="wB97M-V/def2-TZVPD" total_charge=0 homo_lumo_gap_ha="0.290 / 0.264" homo_ev="-7.96 / -6.90"
C -0.637 0.931 1.037 -0.280
C -0.865 -0.374 1.340 -0.021
C 2.116 -1.435 -0.885 0.325
C -0.519 1.197 -0.433 -0.620
N -0.824 -1.200 0.277 -0.685
O 1.502 -0.998 -1.819 -0.483
S -0.754 -0.497 -1.097 0.720
H -1.048 1.777 1.529 0.213
H -0.995 -0.848 2.272 0.209
H 3.030 -1.965 -0.689 0.145
H -1.453 1.817 -0.815 0.241
H 0.447 1.595 -0.717 0.237

Energy above the most stable structure, in eV: a) 0.000; b) 2.157; c) 4.323

a) 12
Properties=species:S:1:pos:R:3:nbo_charge:R:1 method="wB97M-V/def2-TZVPD" total_charge=0 homo_lumo_gap_ha="0.313 / 0.298" homo_ev="-8.80 / -8.27"
C -1.651 1.359 -0.395 -0.278
C -1.203 0.723 0.803 -0.427
C -0.813 1.036 -1.416 0.050
C -0.153 0.014 0.313 0.441
N 1.814 -1.344 1.322 -0.809
O 0.045 0.074 -0.984 -0.448
S 2.533 -2.054 0.121 0.398
H -2.471 1.932 -0.505 0.211
H -1.618 0.713 1.699 0.225
H -0.822 1.371 -2.367 0.194
H 2.460 -0.530 1.446 0.354
H 1.879 -3.294 -0.037 0.089

b) 12
Properties=species:S:1:pos:R:3:nbo_charge:R:1 method="wB97M-V/def2-TZVPD" total_charge=0 homo_lumo_gap_ha="0.250 / 0.287" homo_ev="-6.98 / -7.72"
C -1.556 -0.015 -0.398 -0.572
C -0.281 -0.250 0.262 -0.186
C -2.814 0.324 -0.012 0.744
C 0.927 -0.839 -0.472 -0.532
N 2.666 0.812 0.921 -0.990
O -3.851 0.672 0.284 -0.417
S 1.938 0.838 -0.450 0.660
H -1.716 -0.590 -1.336 0.258
H -0.250 0.045 1.276 0.209
H 1.464 -1.643 0.009 0.240
H 0.750 -1.000 -1.558 0.222
H 2.721 1.647 1.475 0.364

Energy above the most stable structure, in eV: a) 1.603; b) 0.000

a) 47
Properties=species:S:1:pos:R:3:mulliken_spin:R:1 method="wB97M-V/def2-TZVPD" spin_multiplicity=2 total_charge=+2 homo_lumo_gap_ha="0.283 / 0.287" homo_ev="-14.53 / -14.55"
Ce 1.436 0.310 2.022 1.012
Cl -0.144 1.592 3.611 -0.009
P -0.165 0.433 -0.126 0.002
C -1.551 -0.281 -0.962 0.000
C -1.312 -1.125 -2.055 0.000
C -2.418 -1.693 -2.696 0.000
C -3.691 -1.476 -2.170 0.000
C -3.902 -0.772 -0.978 0.000
C -2.809 -0.195 -0.330 0.001
C -0.183 2.304 -0.346 -0.007
C 0.775 3.109 0.302 0.005
C 0.537 4.483 0.396 0.002
C -0.549 5.060 -0.268 0.000
C -1.449 4.253 -1.002 0.000
C -1.267 2.876 -1.016 0.000
C 1.463 0.009 -0.850 -0.007
C 2.473 -0.706 -0.133 0.008
C 3.804 -0.616 -0.615 -0.002
C 4.061 -0.078 -1.863 0.000
C 3.043 0.486 -2.647 -0.001
C 1.750 0.536 -2.125 0.002
H 1.737 2.709 0.674 -0.003
H 1.259 5.075 0.973 0.000
H -0.694 6.143 -0.274 0.000
H -2.257 4.683 -1.585 0.000
H -1.945 2.209 -1.556 0.000
H -0.280 -1.256 -2.396 0.000
H -2.263 -2.284 -3.604 0.000
H -4.544 -1.942 -2.649 0.000
H -4.900 -0.654 -0.573 0.000
H -2.898 0.379 0.602 0.000
H 2.219 -1.422 0.681 -0.003
H 4.640 -1.003 -0.026 0.000
H 5.080 -0.094 -2.246 0.000
H 3.272 0.889 -3.635 0.000
H 0.934 1.028 -2.673 0.000
H 0.195 -4.026 -1.928 0.000
H 0.913 -3.849 -1.842 0.000
C 0.666 -3.658 3.831 0.000
C 0.053 -2.320 3.807 0.001
N -1.139 -2.005 4.387 0.001
O 0.684 -1.398 3.190 -0.003
H 0.109 -4.352 4.471 0.000
H 1.705 -3.582 4.205 0.000
H 0.692 -4.068 2.799 0.000
H -1.395 -1.036 4.409 0.000
H -1.743 -2.674 4.807 0.000

b) 47
Properties=species:S:1:pos:R:3:mulliken_spin:R:1 method="wB97M-V/def2-TZVPD" spin_multiplicity=2 total_charge=+2 homo_lumo_gap_ha="0.238 / 0.233" homo_ev="-14.26 / -14.24"
Ce -2.247 -0.578 -0.583 0.988
Cl -1.682 -3.014 -0.917 -0.016
P 0.561 0.113 -0.231 -0.011
C 1.479 0.691 1.193 0.002
C 1.697 2.058 1.405 -0.003
C 2.365 2.462 2.564 0.001
C 2.807 1.517 3.499 -0.001
C 2.590 0.150 3.277 0.001
C 1.927 -0.271 2.123 -0.001
C 1.649 -0.915 -1.264 -0.002
C 1.139 -1.463 -2.450 0.000
C 1.923 -2.307 -3.224 0.001
C 3.239 -2.593 -2.837 -0.001
C 3.754 -2.046 -1.655 0.001
C 2.969 -1.195 -0.877 -0.002
C -0.061 1.406 -1.303 -0.009
C -1.442 1.790 -1.309 0.014
C -2.044 2.147 -2.538 0.002
C -1.205 2.564 -3.579 0.000
C 0.184 2.534 -3.425 0.000
C 0.762 1.916 -2.324 0.001
H 0.126 -1.232 -2.776 0.000
H 1.506 -2.735 -4.137 0.000
H 3.859 -3.259 -3.443 0.000
H 4.777 -2.257 -1.342 0.000
H 3.372 -0.743 0.030 0.000
H 1.334 2.783 0.674 0.000
H 2.530 3.522 2.729 0.000
H 3.331 1.850 4.404 0.000
H 2.933 -0.592 3.994 0.000
H 1.744 -1.339 1.953 0.000
H -2.015 1.879 -0.359 -0.011
H -3.138 2.157 -2.662 0.000
H -1.625 2.973 -4.508 0.000
H 0.830 2.955 -4.198 0.000
H 1.839 1.770 -2.261 0.000
H -1.408 -0.381 1.199 0.022
H -1.843 0.540 1.005 0.029
C -5.068 -0.707 2.971 -0.001
C -4.049 -1.415 2.175 0.001
N -3.371 -2.450 2.704 0.000
O -3.804 -1.045 0.964 -0.004
H -5.238 -1.243 3.916 0.000
H -6.007 -0.648 2.410 0.000
H -4.740 0.315 3.199 0.000
H -2.642 -2.913 2.163 0.000
H -3.595 -2.752 3.650 0.000

Energy above the most stable structure, in eV: a) 0.000; b) 1.729